Entry 1:
Here is C23H49InN4P3S as an isolated structure at a distorted geometry from the OMol25 dataset. Energies are from ωB97M-V with the def2-TZVPD basis set.

Summary:
- DFT total energy: -74455.84971 eV
- HOMO energy: -14.210 eV

The geometry in ORCA input format:
```
! wB97M-V def2-TZVPD RIJCOSX def2/J DEFGRID3
* xyz 3 1
In -0.29 -0.78 -0.30
P -0.02 -1.46 -2.75
P 1.37 -2.96 0.45
P -0.72 1.79 -0.60
H 3.04 -0.30 1.32
C 2.30 0.46 1.58
C 1.35 0.26 2.51
H 1.27 -0.68 3.07
C 1.57 -0.97 -3.49
C -0.17 -3.24 -3.09
C -1.30 -0.66 -3.77
C 2.08 -3.18 2.11
C 0.74 -4.68 0.28
C 2.90 -3.22 -0.52
C -0.60 2.88 0.85
C -2.40 2.14 -1.21
C 0.33 2.50 -1.91
H 2.39 1.41 1.03
H 0.63 1.04 2.78
H 1.56 -1.23 -4.56
H 2.40 -1.50 -2.99
H 1.73 0.11 -3.38
H -0.23 -3.38 -4.18
H -1.08 -3.64 -2.63
H 0.70 -3.80 -2.71
H -1.20 -1.03 -4.80
H -1.19 0.43 -3.77
H -2.30 -0.92 -3.40
H 2.67 -4.11 2.07
H 1.28 -3.29 2.86
H 2.72 -2.34 2.38
H 1.62 -5.33 0.21
H 0.12 -4.81 -0.61
H 0.16 -4.97 1.17
H 3.44 -4.06 -0.03
H 3.53 -2.31 -0.47
H 2.69 -3.47 -1.56
H -0.85 3.92 0.56
H 0.41 2.88 1.27
H -1.30 2.56 1.63
H -2.46 3.19 -1.52
H -3.15 1.96 -0.43
H -2.65 1.51 -2.08
H 0.07 3.57 -2.06
H 0.19 1.97 -2.87
H 1.38 2.42 -1.63
C 3.29 5.66 0.40
C 4.20 6.29 -0.48
C 5.37 6.86 0.06
C 5.59 6.90 1.44
C 4.60 6.42 2.30
C 3.43 5.86 1.79
S 1.97 4.62 -0.09
H 2.08 4.23 -1.41
H 4.00 6.30 -1.55
H 6.12 7.28 -0.61
H 6.52 7.29 1.84
H 4.73 6.47 3.37
H 2.63 5.53 2.45
C -3.26 -1.56 -0.47
N -2.24 -1.59 0.66
C -2.19 -2.99 1.21
N -3.50 -3.42 1.70
C -4.48 -3.33 0.59
N -4.58 -1.96 0.02
C -4.98 -1.06 1.13
N -4.03 -1.07 2.26
C -2.70 -0.68 1.78
C -3.97 -2.48 2.74
H -2.94 -2.27 -1.24
H -3.33 -0.54 -0.87
H -1.48 -2.99 2.05
H -1.85 -3.67 0.42
H -5.47 -3.58 1.00
H -4.21 -4.03 -0.20
H -5.06 -0.03 0.74
H -5.96 -1.40 1.49
H -1.97 -0.77 2.60
H -2.74 0.35 1.41
H -4.99 -2.78 3.03
H -3.30 -2.54 3.61
*
```

=====

Entry 2:
Here is C23H49N3P4SeV as an isolated structure at a distorted geometry from the OMol25 dataset. Energies are from ωB97M-V with the def2-TZVPD basis set.

Summary:
- DFT total energy: -157276.27655 eV
- ⟨S²⟩: 2.06
- HOMO energy (spin up / spin down): -15.817 / -15.819 eV

The geometry in ORCA input format:
```
! wB97M-V def2-TZVPD RIJCOSX def2/J DEFGRID3
* xyz 3 3
V -0.15 0.27 0.19
P 0.25 2.14 1.53
P -2.33 0.65 -0.37
P 2.00 -0.14 -0.45
H -1.87 -2.21 -3.22
C -0.95 -2.59 -2.79
C -0.51 -2.23 -1.58
H -0.85 -1.32 -1.00
C 0.35 3.69 0.56
C -0.99 2.49 2.83
C 1.78 2.29 2.54
C -2.97 -0.25 -1.82
C -3.70 0.53 0.84
C -2.46 2.41 -0.85
C 2.42 -1.18 -1.89
C 3.21 -0.80 0.77
C 2.81 1.41 -1.00
H -0.38 -3.32 -3.39
H 0.27 -2.82 -1.11
H 0.54 4.53 1.23
H -0.57 3.85 0.01
H 1.18 3.60 -0.16
H -0.83 3.49 3.24
H -0.93 1.76 3.66
H -2.01 2.45 2.43
H 1.92 3.33 2.83
H 2.67 1.98 1.98
H 1.75 1.67 3.45
H -4.03 0.01 -1.92
H -2.82 -1.33 -1.70
H -2.41 0.09 -2.70
H -4.55 1.08 0.41
H -3.45 0.98 1.81
H -3.99 -0.51 1.01
H -3.45 2.56 -1.29
H -1.71 2.66 -1.61
H -2.34 3.06 0.03
H 3.50 -1.28 -2.05
H 1.96 -0.76 -2.79
H 2.03 -2.18 -1.73
H 4.22 -0.88 0.34
H 2.93 -1.81 1.11
H 3.29 -0.16 1.65
H 3.84 1.22 -1.31
H 2.83 2.18 -0.22
H 2.26 1.80 -1.87
C 0.49 2.09 -4.93
C 0.33 0.75 -4.58
C 0.57 -0.30 -5.48
C 1.00 0.03 -6.77
C 1.35 1.36 -7.09
C 1.14 2.37 -6.14
Se -0.33 3.37 -3.75
H 1.01 3.78 -3.23
H -0.10 0.54 -3.59
H 0.39 -1.33 -5.18
H 1.06 -0.75 -7.53
H 1.70 1.62 -8.09
H 1.41 3.41 -6.37
C 0.93 -3.28 3.94
N 0.71 -1.91 4.48
C -0.62 -1.84 5.10
N -1.68 -2.16 4.13
C -1.46 -3.52 3.61
N -0.13 -3.65 2.96
C -0.04 -2.84 1.75
P -0.30 -1.03 2.06
C 0.89 -0.87 3.50
C -1.82 -1.15 3.11
H 0.93 -3.98 4.81
H 1.90 -3.30 3.44
H -0.79 -0.85 5.52
H -0.67 -2.61 5.90
H -2.24 -3.75 2.88
H -1.53 -4.22 4.48
H 0.96 -2.98 1.30
H -0.80 -3.13 1.02
H 0.63 0.09 3.96
H 1.93 -0.86 3.16
H -2.67 -1.39 2.45
H -1.90 -0.14 3.54
*
```